(1)
The following is a DFT calculation (wB97M-V/def2-TZVPD) of C52H33Br5N12O2Yb as an isolated structure at a distorted geometry.

As for the frontier orbital gap (alpha / beta): 3.85 / 3.97 eV. Its charge is -1. Its spin multiplicity is 2. As for the HOMO energy (alpha / beta): -3.19 / -3.24 eV. The expectation value of S² is 0.988.

Cartesian coordinates (Å):
Yb1 -14.22004 -14.31942 -8.17631
C1 -19.62548 -18.36209 -6.61840
C2 -20.38582 -17.21537 -6.73833
C3 -19.73115 -16.03330 -7.06213
C4 -18.34775 -16.01211 -7.14700
C5 -17.38283 -14.90655 -7.26402
N1 -16.10052 -15.40552 -7.24102
C6 -16.18710 -16.77656 -7.14313
N2 -15.23531 -17.65828 -7.16504
C7 -13.93102 -17.36770 -7.12079
C8 -12.88146 -18.39543 -7.14446
C9 -12.85379 -19.78893 -7.38957
C10 -11.70949 -20.50106 -7.06912
C11 -10.49991 -19.84509 -6.80624
C12 -10.48067 -18.43536 -6.65517
C13 -11.67135 -17.72761 -6.81840
C14 -12.02103 -16.32694 -6.64637
N3 -11.27801 -15.39952 -6.03761
C15 -11.69775 -14.18956 -5.71333
N4 -12.72621 -13.48239 -6.32491
C16 -12.85667 -12.28410 -5.71545
N5 -13.81553 -11.32681 -5.84479
C17 -15.02481 -11.55681 -6.38407
N6 -15.45619 -12.65676 -7.09808
C18 -16.82169 -12.60212 -7.07311
N7 -17.67884 -13.61579 -7.29144
C19 -17.26941 -11.32651 -6.63371
C20 -18.55763 -10.74389 -6.59821
C21 -18.67002 -9.50893 -5.97560
C22 -17.62871 -8.99469 -5.21327
C23 -16.36132 -9.59966 -5.20487
C24 -16.14681 -10.68367 -6.04840
C25 -11.84581 -12.20159 -4.60330
C26 -11.54685 -11.24104 -3.62612
C27 -10.92649 -11.67065 -2.45613
C28 -10.40200 -12.93314 -2.38847
C29 -10.52615 -13.86763 -3.45341
C30 -11.17380 -13.43110 -4.58759
N8 -13.33220 -16.16892 -6.96212
C31 -17.59458 -17.19300 -7.02321
C32 -18.23823 -18.37380 -6.74991
H1 -20.06142 -19.35123 -6.45324
H2 -21.44668 -17.28125 -6.65617
H3 -20.25059 -15.08457 -7.16907
H4 -13.71673 -20.27178 -7.80178
H5 -11.68887 -21.57891 -7.12655
H6 -9.61600 -20.44574 -6.70355
H7 -9.55127 -17.89411 -6.41163
H8 -19.34550 -11.26217 -7.08633
H9 -19.53446 -8.92546 -6.07006
H10 -17.75632 -8.07990 -4.63735
H11 -15.53075 -9.14063 -4.65519
H12 -12.00634 -10.28652 -3.61539
H13 -10.72229 -10.97616 -1.62497
H14 -9.84680 -13.27105 -1.53508
H15 -10.16911 -14.87100 -3.37656
H16 -17.68414 -19.30594 -6.67415
Br1 -19.59959 -16.57170 -11.42493
C33 -18.66685 -14.95928 -11.33984
C34 -19.41562 -13.72332 -11.22559
Br2 -21.20755 -13.54313 -11.76210
C35 -18.74042 -12.62385 -10.73088
Br3 -19.43374 -10.86180 -10.50502
C36 -17.35001 -12.74039 -10.28095
O1 -16.84158 -11.77907 -9.69029
C37 -16.62367 -14.03737 -10.52131
O2 -15.46357 -14.20987 -10.06706
C38 -17.29228 -15.02754 -11.29906
Br4 -16.20916 -16.36919 -12.08182
N9 -11.96773 -13.45509 -9.42110
C39 -11.78473 -13.92337 -10.78135
C40 -11.87862 -15.46718 -10.90741
N10 -13.00753 -16.04314 -10.14017
H17 -11.74368 -12.43213 -9.34122
H18 -11.32997 -13.91838 -8.78567
H19 -10.82516 -13.52663 -11.15522
H20 -12.53928 -13.49645 -11.47835
H21 -10.93546 -15.95278 -10.62694
H22 -11.97305 -15.70040 -12.00858
H23 -12.96752 -17.05346 -10.28494
H24 -13.87863 -15.70887 -10.58627
Br5 -17.23898 -10.77361 -14.23799
C41 -15.67354 -10.48386 -13.24671
C42 -14.39327 -10.80514 -13.79934
C43 -13.27249 -10.77043 -12.97703
C44 -13.34659 -10.34117 -11.63003
C45 -14.63032 -10.18728 -11.07149
C46 -15.73955 -10.15935 -11.90233
N11 -12.16184 -10.30137 -10.95360
C47 -12.14743 -10.07858 -9.68616
C48 -10.91206 -9.76974 -8.98616
C49 -10.90772 -8.76313 -7.99694
C50 -9.69031 -8.41452 -7.44906
C51 -8.55678 -9.10075 -7.85425
C52 -8.67543 -10.18872 -8.69178
N12 -9.84866 -10.59120 -9.18124
H25 -14.31434 -11.04527 -14.87558
H26 -12.30716 -11.09410 -13.40057
H27 -14.71319 -10.16690 -9.95934
H28 -16.71323 -10.03068 -11.46420
H29 -13.08789 -10.06659 -9.08620
H30 -11.85575 -8.32900 -7.60600
H31 -9.62066 -7.57320 -6.76150
H32 -7.57344 -8.78819 -7.48400
H33 -7.74509 -10.68871 -9.08656

Atomic partial charges in e from the Mulliken method, atoms 1 to 2: 1.54 -0.48

=====

(2)
The following is a DFT calculation (wB97M-V/def2-TZVPD) of C52H41BrN8NaO3S2 as an isolated structure at a distorted geometry.

As for the frontier orbital gap: 6.01 eV. Its charge is -1. As for the HOMO energy: -4.36 eV. The energy above the lowest of the compared OMol25 structures with the same formula, charge and spin comes out at 253.7 kJ/mol.

Cartesian coordinates (Å):
Na1 0.85941 -0.56308 -0.51392
O1 -4.08874 0.26950 0.21359
C1 -4.31019 -0.89248 0.69692
C2 -5.61631 -1.46923 0.44757
C3 -5.94404 -2.75790 0.76042
C4 -5.00250 -3.55593 1.32561
C5 -3.73998 -3.13426 1.58154
C6 -3.38985 -1.74105 1.36371
C7 -2.05823 -1.00851 1.59432
O2 -1.67892 -0.26212 0.48479
N1 -2.09466 -0.16007 2.85564
N2 -0.95880 0.10273 3.45616
C8 -0.89024 0.97781 4.38996
C9 0.33766 1.50527 5.01493
Br1 2.01622 0.71516 4.37989
C10 0.33195 2.30349 6.06243
C11 -0.84573 2.80157 6.85737
C12 -1.96000 3.35591 6.27470
C13 -3.08305 3.73047 7.04789
C14 -3.03703 3.55798 8.42709
C15 -1.88508 2.97908 8.99258
C16 -0.85009 2.55573 8.23630
H1 -2.41662 0.22257 0.09246
H2 -6.27414 -0.72317 0.02081
H3 -6.90360 -3.23263 0.56923
H4 -5.20483 -4.66670 1.52202
H5 -3.00869 -3.90869 1.97218
H6 -1.26958 -1.72263 1.72074
H7 -2.88754 0.46814 3.03436
H8 -1.86757 1.38693 4.69180
H9 1.27643 2.70737 6.45427
H10 -1.89551 3.37447 5.18674
H11 -3.94015 4.06979 6.46544
H12 -3.92792 3.62244 9.00302
H13 -1.93667 2.79443 10.08275
H14 -0.05086 1.98310 8.71276
S1 -3.61577 -7.27733 -0.23601
N3 -2.06469 -7.01500 0.16579
C17 -1.71864 -5.80409 -0.32665
C18 -0.53083 -5.12409 -0.04296
C19 0.60543 -5.72317 0.59701
C20 1.73433 -4.95977 0.71556
C21 1.72986 -3.62120 0.24574
N4 0.64518 -3.08828 -0.28156
C22 -0.40057 -3.83883 -0.55155
C23 -1.44718 -3.15249 -1.32812
N5 -1.21763 -1.90263 -1.76554
C24 -2.27781 -1.31257 -2.29922
C25 -3.58407 -1.84866 -2.36068
C26 -3.79645 -3.12662 -2.06711
C27 -2.70091 -3.79503 -1.50598
C28 -2.80969 -5.16852 -1.03019
N6 -3.87105 -5.92872 -1.05364
H15 0.47182 -6.67915 1.21878
H16 2.54796 -5.23844 1.36874
H17 2.57240 -2.94101 0.39569
H18 -2.10734 -0.28462 -2.67496
H19 -4.32797 -1.21989 -2.74651
H20 -4.76947 -3.65235 -2.12326
C29 0.80732 2.88147 1.02846
N7 1.50163 1.66639 0.61051
C30 2.74517 1.67933 0.54659
C31 3.65741 0.55666 0.16644
C32 5.01434 0.76442 0.00264
C33 5.51681 -0.41166 -0.53507
C34 4.42571 -1.23794 -0.67068
N8 3.31595 -0.69555 -0.16641
C35 -0.24192 3.32096 -0.01415
C36 -1.56098 2.83134 0.09189
C37 -2.42984 2.99392 -0.98993
C38 -1.95250 3.61362 -2.15321
C39 -0.63025 4.12263 -2.23864
C40 0.18477 4.01306 -1.12498
H21 1.43992 3.77817 1.18741
H22 0.26856 2.71780 1.92821
H23 3.31562 2.59291 0.82590
H24 5.56650 1.62574 0.35331
H25 6.53279 -0.62814 -0.98579
H26 4.42503 -2.32090 -1.01363
H27 -1.89404 2.25694 0.91611
H28 -3.48077 2.78708 -1.02625
H29 -2.47016 3.72045 -3.07698
H30 -0.43122 4.67184 -3.13703
H31 1.18584 4.44682 -1.22754
O3 1.47610 0.14760 -2.75749
S2 2.95416 0.48278 -2.81871
C41 3.02132 2.11568 -3.57613
C42 1.89805 2.52727 -4.29047
C43 1.94531 3.77577 -4.84051
C44 3.13262 4.54748 -4.78685
C45 4.22734 4.16455 -4.00446
C46 4.15689 2.89419 -3.35222
C47 3.51423 -0.33334 -4.28032
C48 2.69345 -1.03551 -5.12547
C49 3.27695 -1.81774 -6.11880
C50 4.64598 -1.97601 -6.14666
C51 5.51623 -1.27087 -5.29216
C52 4.88680 -0.52265 -4.24459
H32 1.03574 1.89011 -4.41240
H33 1.16973 4.17540 -5.45483
H34 3.22079 5.45724 -5.38510
H35 5.04234 4.84100 -3.93081
H36 5.07905 2.57171 -2.84462
H37 1.63635 -1.09026 -4.91823
H38 2.62139 -2.23563 -6.83325
H39 5.07651 -2.61688 -6.90237
H40 6.60868 -1.41265 -5.25931
H41 5.48083 -0.00961 -3.51285

Atomic partial charges in e from the Mulliken method, atoms 1 to 2: 0.63 -0.85

=====

Number 1: electronic energy -458183.219 eV. Number 2: electronic energy -168781.828 eV.